Density functional theory data (wB97M-V/def2-TZVPD) for a structure of composition C40H95F6N12O17P3S2 in a non-equilibrium geometry.

The geometry in XYZ format:
```
175
Properties=species:S:1:pos:R:3:forces:R:3
C 37.201602 -18.218950 -12.519240 0.385 0.254 0.659
C 37.115627 -19.241655 -13.624451 -1.488 -0.261 0.058
C 38.340945 -20.058856 -13.885948 0.674 1.695 -0.303
O 38.930815 -20.369852 -12.657480 0.123 -0.487 0.232
C 40.092704 -21.154765 -12.795035 0.241 0.529 -1.251
N 35.997050 -20.178490 -13.255963 -1.018 -0.918 -0.285
H 36.279418 -20.901638 -12.577612 -0.082 0.511 0.112
H 35.240606 -19.615356 -12.851628 0.072 -0.275 0.257
H 35.532839 -20.691626 -14.071261 0.641 0.525 0.367
H 36.218465 -17.799067 -12.295021 -0.021 0.067 -0.274
H 37.870332 -17.397017 -12.776168 0.022 -0.504 0.136
H 37.552497 -18.647640 -11.581640 0.015 -0.151 -0.122
H 36.722438 -18.788553 -14.533006 0.406 0.081 -0.219
H 39.014824 -19.359828 -14.415238 0.059 -0.461 -0.270
H 38.106836 -20.922082 -14.505414 0.149 -0.098 -0.105
H 40.810263 -20.782997 -13.541058 -0.266 0.377 -0.107
H 39.847279 -22.189029 -13.085773 0.045 0.336 -0.093
H 40.578129 -21.236348 -11.823563 -0.205 2.226 -1.346
C 36.577159 -22.071823 -17.487285 -1.641 0.348 -0.323
F 37.692844 -21.884279 -16.851642 1.415 -0.098 1.819
F 36.845854 -21.751373 -18.724232 -0.133 0.276 -1.781
F 36.187878 -23.332769 -17.444154 0.114 -0.501 0.318
S 35.202091 -20.944157 -16.927878 0.206 0.339 1.007
O 35.854837 -19.684882 -16.710837 0.443 0.013 0.281
O 34.237307 -21.028625 -17.973120 -0.205 -0.266 -0.113
N 34.701275 -21.546479 -15.480913 0.221 0.561 -1.741
S 33.169679 -22.024563 -15.618090 -0.595 -1.189 0.539
O 32.215446 -20.970163 -15.775125 0.052 0.467 0.289
O 32.979031 -23.218016 -16.385261 0.215 -0.030 -0.249
C 32.960455 -22.674076 -13.896174 0.992 0.419 -0.970
F 33.851439 -23.617392 -13.636980 0.739 -0.099 0.291
F 33.040203 -21.709268 -12.986757 0.421 0.636 0.493
F 31.793383 -23.210551 -13.799451 -2.089 -0.731 0.059
N 41.524493 -15.485707 -12.672193 -0.109 -0.044 -0.395
C 40.842102 -16.462221 -11.997074 0.432 0.347 -0.272
C 41.044084 -17.624803 -12.687633 0.137 -0.720 -0.104
C 41.864296 -17.343539 -13.819229 -0.631 0.246 0.068
C 42.098777 -15.991153 -13.810077 0.670 -0.260 0.698
H 41.594014 -14.530694 -12.392402 -0.107 0.296 0.106
H 40.298304 -16.208096 -11.106481 -0.145 -0.173 0.082
H 40.718893 -18.617328 -12.413597 -0.271 0.167 0.076
H 42.153203 -18.048013 -14.581081 0.167 0.015 0.006
H 42.830270 -15.414952 -14.349219 -0.270 0.160 -0.303
O 42.359458 -23.401700 -12.834002 0.480 0.860 -0.095
P 43.028347 -23.125003 -14.108622 0.043 0.849 -1.397
N 43.925151 -24.379929 -14.680261 0.422 -0.539 0.324
C 44.941448 -24.967831 -13.786349 -0.721 1.312 0.888
C 44.069446 -24.711252 -16.080424 0.665 0.051 -0.016
N 44.003013 -21.798146 -14.061092 0.830 -1.017 -0.504
C 45.123871 -21.674000 -14.973774 0.207 -0.930 -0.546
C 43.914447 -20.840849 -13.030361 -0.197 0.619 1.518
N 41.980351 -22.758487 -15.329917 -0.690 -0.762 -0.257
C 41.023274 -23.769063 -15.789767 2.658 2.165 -1.377
C 42.086128 -21.654922 -16.226032 0.004 0.919 0.374
H 44.494763 -25.068911 -12.788054 -0.044 -0.522 -0.288
H 45.753445 -24.247113 -13.576757 0.145 -0.394 -0.567
H 45.304576 -25.908827 -14.171981 0.078 -0.161 -0.010
H 43.730520 -25.733143 -16.262201 -0.072 0.028 -0.197
H 45.129936 -24.645235 -16.358760 -0.097 -0.082 -0.077
H 43.544031 -24.004102 -16.714136 -0.180 -0.098 -0.017
H 45.910984 -22.416532 -14.767027 -0.024 0.261 0.138
H 44.828554 -21.880434 -16.010820 -0.051 0.262 0.091
H 45.564539 -20.684001 -14.926844 -0.109 0.132 0.017
H 43.167921 -20.091103 -13.280328 0.131 0.585 0.223
H 43.639936 -21.283018 -12.068568 -0.277 -0.145 -0.167
H 44.898608 -20.420213 -12.829006 -0.065 0.402 -0.228
H 41.008000 -24.578571 -15.051390 7.476 3.858 -8.677
H 40.017324 -23.353501 -15.792853 0.171 -0.112 -0.365
H 41.357872 -24.192843 -16.740967 -0.420 0.146 -0.326
H 42.406383 -21.999830 -17.211914 0.050 0.330 -0.212
H 42.756991 -20.917598 -15.787249 0.249 -0.019 -0.404
H 41.129204 -21.124390 -16.291279 -0.122 -0.250 -0.299
O 37.250093 -24.047186 -11.494169 -0.247 0.787 0.098
P 38.490403 -24.748380 -11.858063 0.465 -0.512 -0.252
N 39.845459 -24.237571 -11.086477 -0.599 0.380 0.550
C 41.108414 -24.939771 -11.132094 -0.353 -1.358 0.071
C 39.983695 -22.821008 -10.767553 0.800 -1.344 1.812
N 38.751257 -24.649513 -13.489533 -0.146 0.370 -1.003
C 37.966557 -23.700773 -14.268913 -0.894 0.590 0.538
C 39.761215 -25.407267 -14.226575 -1.918 -1.808 2.947
N 38.475484 -26.389661 -11.631499 1.005 0.022 0.669
C 38.654799 -26.946716 -10.295752 0.860 0.077 -0.278
C 37.536980 -27.098323 -12.453144 -0.917 0.097 0.067
H 41.714752 -24.652591 -11.994090 -0.231 -0.308 1.022
H 40.915061 -26.011346 -11.213864 -0.037 -0.046 0.148
H 41.582016 -24.777210 -10.164948 0.483 0.081 -0.045
H 39.011166 -22.353755 -10.643924 -0.135 0.229 -0.657
H 40.663606 -22.331181 -11.471584 -0.451 -2.377 1.820
H 40.431732 -22.726204 -9.761703 0.080 -0.207 -0.046
H 36.895323 -23.951480 -14.323974 0.276 -0.286 -0.151
H 37.954036 -22.695550 -13.810327 0.201 -0.467 -0.057
H 38.357133 -23.568749 -15.272838 -0.131 -0.302 0.061
H 39.249554 -25.931779 -15.038714 0.423 0.063 -0.431
H 40.583241 -24.769844 -14.569802 -7.986 -4.413 8.805
H 40.207547 -26.147839 -13.560423 -0.243 -0.222 0.049
H 37.706989 -27.178090 -9.808132 0.014 0.055 0.125
H 39.288650 -27.841425 -10.366334 -0.407 -0.164 0.000
H 39.263950 -26.258829 -9.706923 -0.443 0.102 0.167
H 36.559627 -26.615000 -12.337098 -0.237 -0.301 -0.278
H 37.448216 -28.122145 -12.102558 0.082 -0.160 -0.095
H 37.812915 -27.081933 -13.500633 0.070 -0.093 -0.172
O 36.966226 -12.618879 -14.552378 0.071 0.667 0.593
P 36.539003 -13.526703 -15.616058 0.018 -1.225 -0.231
N 36.890571 -13.152222 -17.185176 -0.192 -0.189 -0.552
C 38.257684 -13.283611 -17.639030 0.849 1.005 -0.290
C 36.174637 -12.027908 -17.769089 0.699 0.685 0.048
N 34.899915 -13.689755 -15.664349 -0.436 0.336 -1.018
C 34.141188 -13.343899 -14.507799 1.490 -0.065 1.529
C 34.225517 -14.527996 -16.625055 1.321 -0.101 -1.131
N 37.231536 -15.023764 -15.414335 -0.051 -0.188 -0.687
C 37.065927 -16.126249 -16.358116 0.811 -0.039 -0.229
C 38.032253 -15.305623 -14.252653 0.046 0.790 0.340
H 38.858363 -12.373043 -17.419276 -0.238 -0.345 0.294
H 38.347783 -13.341222 -18.733193 -0.469 -0.391 0.149
H 38.755709 -14.134575 -17.181850 -0.095 -0.038 -0.020
H 36.579734 -11.074990 -17.383091 -0.148 -0.139 -0.074
H 35.116812 -12.054275 -17.533327 -0.062 -0.151 -0.071
H 36.342437 -12.012880 -18.847638 -0.206 -0.152 -0.028
H 33.098658 -13.514713 -14.686931 -0.489 0.221 0.084
H 34.524817 -13.957197 -13.678285 -0.741 -0.177 0.268
H 34.407134 -12.339589 -14.183651 -0.519 0.278 -0.153
H 33.204573 -14.203050 -16.786683 -0.228 -0.103 0.169
H 34.764356 -14.397209 -17.572398 -0.322 -0.007 -0.082
H 34.325094 -15.601340 -16.440747 -0.508 -0.074 0.418
H 36.472026 -16.965265 -15.968607 -0.210 0.354 -0.115
H 36.696881 -15.746068 -17.310708 -0.448 -0.142 0.183
H 38.041898 -16.570748 -16.643401 -0.101 0.243 0.395
H 39.084183 -15.462545 -14.516865 -0.029 -0.563 0.014
H 37.580028 -16.120271 -13.688493 0.366 0.223 -0.246
H 38.038044 -14.410344 -13.626547 -0.116 -0.158 0.077
C 31.399717 -15.872421 -14.868138 0.008 0.303 -0.158
C 31.500255 -17.375609 -14.997441 -0.424 0.737 -0.606
O 31.758848 -17.948414 -13.719496 -1.048 -0.406 0.529
C 33.009039 -18.158254 -13.418374 -1.037 -0.425 1.083
O 33.929304 -17.876563 -14.089192 2.544 0.400 -1.553
O 33.190480 -18.764494 -12.236473 0.342 -0.357 0.560
C 32.250630 -18.571585 -11.196143 -1.049 0.678 0.384
H 31.225535 -15.425944 -15.850681 -0.026 -0.087 0.029
H 32.335571 -15.462156 -14.497394 0.087 -0.064 0.062
H 30.597441 -15.538041 -14.208451 -0.031 -0.217 0.029
H 32.272368 -17.631139 -15.718436 0.110 -0.250 0.180
H 30.559704 -17.802800 -15.329567 -0.050 -0.144 0.061
H 32.006448 -17.509332 -11.104283 0.061 -0.031 -0.060
H 32.652145 -18.878765 -10.234728 0.490 -0.235 -0.244
H 31.304557 -19.094971 -11.338802 0.137 -0.192 -0.331
C 42.766471 -15.620108 -7.935437 0.257 -0.957 -0.141
C 41.793900 -16.425502 -7.103656 0.165 0.760 1.628
O 40.956837 -17.259328 -7.883879 1.535 -1.150 0.628
C 39.900110 -16.704283 -8.391577 -0.431 -0.786 -0.796
O 39.555329 -15.596284 -8.218620 -0.789 2.883 0.497
O 39.230585 -17.500450 -9.192277 -0.590 -0.721 -0.459
C 39.598977 -18.871094 -9.303011 0.049 -0.330 -0.513
H 43.516269 -16.278194 -8.385756 -0.251 0.029 -0.283
H 43.349441 -14.936124 -7.325137 -0.322 0.315 0.107
H 42.173932 -15.118208 -8.697304 0.331 0.308 -0.068
H 41.201869 -15.730452 -6.493407 -0.245 -0.171 -0.408
H 42.237477 -17.087177 -6.358919 0.392 -0.103 -0.353
H 39.130845 -19.466703 -8.522603 -0.110 0.034 0.049
H 40.674628 -19.008565 -9.265445 0.070 0.046 -0.024
H 39.234056 -19.166339 -10.283673 -0.060 -0.249 0.062
C 33.733625 -18.463966 -7.125360 -0.420 0.250 0.190
C 34.851570 -19.489519 -7.197496 -0.246 -0.102 1.052
O 35.546386 -19.459532 -8.439967 1.495 2.548 3.298
C 35.196059 -20.213233 -9.387823 -2.356 -1.072 1.537
O 35.720750 -20.194466 -10.406181 2.999 -0.144 -6.114
O 34.181469 -20.946926 -9.070938 -3.099 -1.643 1.362
C 33.540020 -21.816455 -10.000315 0.227 0.409 -1.133
H 32.888258 -18.824559 -6.533903 0.113 -0.199 -0.054
H 33.335936 -18.212088 -8.109084 0.125 -0.040 -0.020
H 34.046755 -17.544190 -6.631230 0.161 0.060 -0.255
H 34.478142 -20.491653 -6.991543 0.062 0.111 -0.168
H 35.588454 -19.277635 -6.425729 0.199 0.085 -0.171
H 33.124944 -21.253054 -10.839935 0.641 0.109 -0.037
H 32.638213 -22.279224 -9.607635 0.464 -0.110 0.922
H 34.288590 -22.530762 -10.327030 -0.249 -0.295 -0.292
```
Positions in Å, forces in eV/Å.

Values from the calculation:
Energy: -161548.070 eV
HOMO-LUMO gap: 8.2 eV
Relative energy (zero: lowest compared OMol25 entry of this formula, charge and spin): 443.9 kJ/mol
E_LUMO: 0.42 eV